ORCA calculation (ωB97M-V/def2-TZVPD) on an isolated ion of composition C4H11N2O and charge -1.

Properties
SMILES: C[C@H](CN)NC[O-]
Total charge: -1
DFT total energy in eV: -9351.794
Energy above the lowest of the compared OMol25 structures with the same formula, charge and spin in kcal per mole: 62.2

The geometry in XYZ format:
```
18
Properties=species:S:1:pos:R:3:forces:R:3:nbo_charge:R:1
C 1.013295 0.590345 1.851689 -0.35 -2.98 1.07 -0.64
C 0.569665 0.055500 0.398010 -1.18 0.55 0.74 -0.07
C -0.365827 1.212055 -0.153812 1.80 -1.39 -1.75 -0.22
N -0.156419 1.379121 -1.605421 -0.39 -2.50 -2.78 -0.90
N -0.369803 -1.089542 0.361145 -2.00 3.11 -0.34 -0.72
C -0.751265 -1.729261 -0.971559 -0.27 1.99 0.11 0.15
O 0.231720 -1.712749 -1.805480 1.38 -0.37 -1.61 -0.94
H 1.901737 0.045441 2.340834 -1.38 0.32 -0.83 0.18
H 0.153905 0.522178 2.542277 0.00 -0.99 -0.12 0.20
H 1.193927 1.598905 2.120030 0.72 1.64 -1.38 0.20
H 1.500909 -0.297559 -0.124627 -0.80 1.32 -0.30 0.21
H -1.365069 1.125270 0.239141 -0.50 -0.74 -0.25 0.18
H -0.038083 2.127143 0.155554 1.10 2.48 1.73 0.15
H 0.378283 0.478334 -1.914433 -1.27 1.64 0.47 0.41
H -1.011895 1.312093 -2.244028 1.22 0.07 1.67 0.34
H -0.093338 -1.827493 0.827063 2.44 -4.27 3.47 0.33
H -1.201815 -2.746650 -0.790324 0.10 0.33 0.67 0.07
H -1.589926 -1.043130 -1.226061 -0.63 -0.22 -0.59 0.04
```
Positions in Å, forces in eV/Å.

=====

ORCA calculation (ωB97M-V/def2-TZVPD) on C8H15N as an isolated structure.

Properties
DFT total energy in eV: -10024.547
Energy above the lowest of the compared OMol25 structures with the same formula, charge and spin in kcal per mole: 111.3

The geometry in XYZ format:
```
24
Properties=species:S:1:pos:R:3:forces:R:3:nbo_charge:R:1
C -0.329973 -0.265164 -0.857009 -0.09 0.20 0.69 0.18
C 0.284224 1.091290 0.540505 0.07 -0.16 -0.44 -0.33
C 0.682679 -1.042420 -1.636438 0.11 0.06 0.04 -0.66
C -1.415282 0.381194 -1.651412 0.02 0.07 0.04 -0.66
C 0.254906 -1.530056 1.289923 0.02 0.11 -0.09 -0.62
C 1.792670 1.193990 0.424241 -0.04 0.00 0.00 -0.63
C -0.569751 -0.490154 0.540589 -0.08 -0.14 -0.08 -0.13
N -2.359996 0.495601 1.938733 -0.04 0.33 0.21 -0.68
C -1.895775 -0.347623 1.144118 0.14 -0.24 -0.33 0.10
H -1.725588 1.303889 2.160004 0.01 -0.13 -0.08 0.27
H -0.025588 1.270551 1.596389 -0.06 -0.20 -0.10 0.21
H -0.224647 1.859805 -0.028790 0.00 0.02 -0.02 0.23
H 1.017243 -0.483487 -2.512706 -0.03 -0.01 0.03 0.22
H 1.557685 -1.324411 -1.054386 -0.02 0.01 0.01 0.23
H 0.225282 -1.974297 -2.002205 -0.03 0.10 0.07 0.24
H -1.952829 1.151658 -1.100782 0.03 -0.04 0.04 0.24
H -2.161430 -0.399019 -1.874292 0.07 0.01 0.05 0.24
H -1.057163 0.794961 -2.595483 0.01 -0.03 0.03 0.22
H 0.145561 -1.386043 2.365133 -0.03 0.02 -0.03 0.23
H 1.312114 -1.485723 1.038444 0.00 0.01 -0.01 0.21
H -0.106682 -2.529354 1.047979 -0.01 0.05 0.00 0.24
H 2.115615 2.138784 0.872759 -0.02 -0.05 -0.03 0.23
H 2.303545 0.397911 0.965639 -0.02 0.01 -0.01 0.21
H 2.133178 1.178118 -0.610954 -0.01 0.01 0.02 0.21
```
Positions in Å, forces in eV/Å.

=====

ORCA calculation (ωB97M-V/def2-TZVPD) on an isolated ion of composition C5H13N2O and charge +2.

Properties
Total charge: +2
DFT total energy in eV: -10403.439
Spin multiplicity: 2
Energy above the lowest of the compared OMol25 structures with the same formula, charge and spin in kcal per mole: 44.6

The geometry in XYZ format:
```
21
Properties=species:S:1:pos:R:3:forces:R:3:nbo_charge:R:1
O 1.144666 -1.466654 0.284479 -0.18 0.90 -0.23 -0.33
C 0.601254 -0.376784 0.265816 -0.42 -1.59 1.28 0.60
N 1.333717 0.700871 -0.169502 -0.44 1.15 -1.50 -0.19
C 0.807949 1.782138 -0.990861 1.61 0.64 -0.40 -0.31
C 1.964339 2.526504 -1.706089 -0.10 -0.36 0.11 -0.63
C -0.827444 -0.233466 0.730299 -0.68 0.06 0.45 -0.35
N -1.499119 -1.571240 0.643737 -0.06 -0.41 0.70 -0.49
C -2.927187 -1.457500 1.078424 -1.88 0.10 -1.91 -0.46
H 2.324496 0.492446 -0.320474 0.25 -0.04 0.27 0.47
H 0.211384 1.348508 -1.806182 -0.44 -0.47 0.18 0.31
H 0.130050 2.472107 -0.474888 -0.08 -0.30 0.47 0.30
H 2.941711 2.212637 -1.327834 -0.07 0.15 0.06 0.23
H 1.891985 3.608152 -1.618968 -0.11 -0.06 0.08 0.28
H 1.936806 2.255444 -2.760697 0.07 0.17 -0.05 0.26
H -0.945235 0.055623 1.782602 0.86 -0.18 0.14 0.30
H -1.441954 0.569788 0.310363 0.15 -0.49 -0.85 0.28
H -1.374436 -2.071188 -0.244215 -0.46 0.63 -0.44 0.46
H -1.035020 -2.259816 1.248092 0.20 0.37 0.45 0.46
H -3.439450 -0.736047 0.424162 0.55 0.34 0.36 0.25
H -3.110757 -1.206165 2.108668 0.64 0.03 0.42 0.27
H -3.518916 -2.325429 0.792404 0.61 -0.63 0.41 0.28
```
Positions in Å, forces in eV/Å.

=====

ORCA calculation (ωB97M-V/def2-TZVPD) on one molecule with the formula C21H26N2O2.

Properties
SMILES: CC(=O)c1cc(-c2ccccc2)n(CCC(=O)NC2CCCC2)c1C
DFT total energy in eV: -29275.503
Energy above the lowest of the compared OMol25 structures with the same formula, charge and spin in kcal per mole: 20.6

The geometry in XYZ format:
```
51
Properties=species:S:1:pos:R:3:forces:R:3:nbo_charge:R:1
C -1.357309 -3.626712 2.005614 -0.28 -0.13 -0.12 -0.71
C -1.502074 -3.123181 0.586967 -0.09 -0.15 0.21 0.58
O -2.475384 -3.411100 -0.087380 -0.09 -0.06 0.08 -0.58
C -0.417418 -2.278770 0.112255 0.25 0.44 -0.59 -0.26
C 0.734106 -1.871522 0.839782 0.05 0.13 -0.23 -0.24
C 1.484412 -1.077057 0.019983 -0.01 -0.29 0.48 0.11
C 2.772889 -0.448847 0.306809 0.20 0.07 0.06 -0.09
C 3.884191 -0.670978 -0.503398 -0.07 0.01 0.02 -0.16
C 5.098166 -0.081242 -0.202200 0.11 0.03 -0.09 -0.23
C 5.219490 0.731319 0.912549 0.07 0.05 0.02 -0.22
C 4.122853 0.944007 1.731940 0.08 0.01 0.09 -0.20
C 2.907503 0.356331 1.435298 -0.03 -0.03 -0.08 -0.19
N 0.832899 -0.972315 -1.191058 -0.02 -0.25 0.15 -0.34
C 1.192505 -0.039777 -2.230853 0.15 0.40 -0.30 -0.20
C 1.171546 1.409715 -1.712072 0.01 -0.10 0.21 -0.51
C 0.001875 1.632760 -0.750672 0.35 0.02 -0.84 0.69
O 0.171498 1.828893 0.431653 -0.06 0.11 0.55 -0.63
N -1.207127 1.566605 -1.347706 -0.27 -0.04 -0.38 -0.62
C -2.482361 1.647127 -0.650843 0.03 0.00 0.20 -0.05
C -2.652430 0.527003 0.393618 -0.14 -0.05 -0.01 -0.42
C -3.415322 1.185273 1.537717 0.13 -0.02 0.01 -0.40
C -2.783348 2.571977 1.596978 -0.14 0.09 0.02 -0.40
C -2.664179 2.971654 0.125985 0.04 0.07 0.10 -0.41
C -0.320903 -1.687266 -1.143332 -0.42 -0.46 0.17 0.25
C -1.253831 -1.814855 -2.292714 0.00 -0.05 -0.05 -0.68
H -0.445223 -4.211139 2.101190 0.12 -0.02 0.06 0.23
H -1.301017 -2.783604 2.690238 0.07 0.07 0.11 0.23
H -2.214125 -4.244838 2.260770 -0.01 0.00 -0.02 0.23
H 0.994916 -2.146383 1.841587 0.12 -0.05 0.22 0.23
H 3.804499 -1.328513 -1.358149 -0.02 -0.06 -0.05 0.20
H 5.954225 -0.260976 -0.836748 0.06 -0.02 -0.03 0.21
H 6.167990 1.193460 1.143696 0.07 0.04 0.02 0.21
H 4.215222 1.574682 2.603840 0.00 0.05 0.07 0.21
H 2.042914 0.537819 2.054057 -0.11 0.05 0.03 0.23
H 2.192147 -0.268160 -2.612678 -0.18 0.01 -0.04 0.22
H 0.481619 -0.162082 -3.049843 0.10 -0.07 0.08 0.21
H 1.109484 2.100531 -2.554353 0.04 0.01 -0.03 0.22
H 2.085185 1.617465 -1.154432 -0.10 0.05 -0.05 0.25
H -1.235758 1.451937 -2.346982 0.10 0.01 0.07 0.39
H -3.250843 1.561584 -1.423759 0.10 0.00 0.04 0.20
H -1.667559 0.224577 0.746905 0.02 -0.04 -0.01 0.23
H -3.156206 -0.347775 -0.014054 0.02 -0.09 -0.05 0.22
H -4.476527 1.262343 1.292399 -0.09 -0.01 0.04 0.19
H -3.314338 0.634551 2.470976 -0.08 -0.05 0.06 0.21
H -3.370430 3.284841 2.173924 0.02 0.04 0.07 0.20
H -1.786654 2.496560 2.030343 0.01 0.02 0.04 0.22
H -1.822073 3.640011 -0.043447 -0.04 0.06 -0.07 0.22
H -3.572975 3.473076 -0.208810 -0.02 0.04 -0.01 0.20
H -1.762620 -0.873910 -2.503607 -0.06 0.07 -0.07 0.21
H -2.005854 -2.555866 -2.036392 0.01 0.06 -0.06 0.28
H -0.728264 -2.139254 -3.191589 0.00 0.03 -0.09 0.22
```
Positions in Å, forces in eV/Å.